Entry 1:
{
  "formula": "C24H36BrClN4O13P",
  "method": "ωB97M-V/def2-TZVPD",
  "lumo_energy_ev": -4.73,
  "homo_ev": -11.35,
  "gap_ha": 0.2433,
  "total_energy_ev": -149871.9129,
  "total_charge": 1,
  "species": ["O", "C", "O", "C", "C", "C", "C", "C", "C", "C", "P", "O", "O", "O", "C", "C", "C", "C", "C", "C", "O", "O", "C", "N", "C", "C", "C", "Br", "C", "C", "C", "Cl", "H", "H", "H", "H", "H", "H", "H", "H", "H", "H", "H", "H", "H", "H", "H", "H", "H", "H", "H", "H", "H", "H", "H", "H", "H", "H", "H", "C", "N", "O", "O", "H", "H", "H", "C", "N", "O", "O", "H", "H", "H", "C", "N", "O", "O", "H", "H", "H"],
  "positions_angstrom": [[-3.207, 2.497, -3.998], [-4.254, 1.699, -3.741], [-4.694, 0.554, -4.556], [-3.556, -0.163, -5.159], [-2.622, -0.962, -4.033], [-2.501, -2.567, -4.354], [-1.699, -3.419, -3.159], [-0.995, -2.334, -2.127], [-1.743, -1.828, -0.762], [-1.125, -0.702, 0.312], [-2.225, -0.337, 1.806], [-1.553, -0.515, 3.229], [-3.569, -1.506, 1.815], [-3.055, 1.224, 1.618], [0.324, -0.096, -0.090], [1.012, 1.040, 0.833], [0.484, 1.789, 2.166], [1.174, 1.117, 3.535], [2.153, 2.256, 4.270], [1.274, 3.475, 4.978], [0.068, 3.884, 4.576], [1.836, 4.191, 6.171], [2.534, 1.528, 0.328], [3.226, 1.009, -0.913], [4.620, 1.517, -1.309], [4.506, 2.748, -2.390], [5.174, 4.077, -1.654], [4.150, 5.677, -2.280], [2.594, -0.016, -1.826], [1.121, -0.638, -1.457], [0.495, -1.757, -2.499], [1.450, -2.274, -4.012], [-4.908, 1.982, -2.784], [-2.879, 0.597, -5.770], [-3.961, -0.937, -5.965], [-3.172, -0.771, -2.994], [-1.572, -0.393, -4.046], [-3.590, -3.027, -4.407], [-1.995, -2.721, -5.413], [-0.841, -4.008, -3.694], [-2.470, -4.104, -2.598], [-2.810, -2.318, -0.545], [-4.186, -1.111, 2.525], [-3.004, 1.421, 0.636], [-0.657, 1.985, 2.268], [0.968, 2.884, 2.144], [1.826, 0.186, 3.248], [0.347, 0.869, 4.360], [2.778, 1.773, 5.156], [2.880, 2.766, 3.497], [1.052, 4.716, 6.551], [3.135, 2.348, 0.954], [5.239, 0.603, -1.748], [5.152, 1.822, -0.302], [5.151, 2.446, -3.324], [3.378, 2.905, -2.678], [5.160, 3.996, -0.475], [6.295, 4.137, -2.026], [3.189, -0.372, -2.794], [8.834, 3.097, 0.706], [7.479, 3.207, 0.102], [6.665, 3.946, 0.669], [7.270, 2.549, -0.923], [8.876, 3.726, 1.598], [8.995, 2.049, 0.965], [9.556, 3.438, -0.040], [-5.572, -4.185, 0.581], [-4.999, -4.173, -0.792], [-3.825, -3.801, -0.911], [-5.743, -4.536, -1.710], [-4.811, -3.844, 1.286], [-6.431, -3.511, 0.586], [-5.871, -5.212, 0.804], [-4.516, -4.527, 5.215], [-4.750, -4.494, 3.746], [-5.526, -3.632, 3.316], [-4.148, -5.333, 3.066], [-5.105, -3.736, 5.684], [-4.829, -5.508, 5.576], [-3.449, -4.363, 5.382]],
  "mulliken_charge": [-0.494, 0.196, -0.337, -0.396, -0.015, -0.636, -0.616, 0.084, -0.424, 0.007, 0.864, -0.657, -0.350, -0.550, 0.021, -0.078, -0.317, -0.358, -0.544, 0.574, -0.544, -0.477, -0.360, 0.397, -0.898, -0.411, -0.423, -0.185, -0.581, 0.552, -0.097, -0.167, 0.321, 0.292, 0.329, 0.081, 0.172, 0.316, 0.298, 0.333, 0.167, 0.604, 0.322, 0.369, 0.399, 0.436, 0.387, 0.263, 0.343, 0.146, 0.361, 0.194, 0.417, 0.269, 0.250, 0.453, 0.225, 0.334, 0.246, -0.814, 0.834, -0.516, -0.455, 0.318, 0.311, 0.311, -0.556, 0.828, -0.563, -0.533, 0.097, 0.316, 0.281, -0.797, 0.908, -0.507, -0.482, 0.325, 0.293, 0.295]
}

***

Entry 2:
{
  "formula": "C24H36F4O18S3",
  "method": "ωB97M-V/def2-TZVPD",
  "lumo_energy_ev": 0.02,
  "homo_ev": -10.42,
  "gap_ha": 0.3834,
  "total_energy_ev": -105701.9512,
  "smiles": "O=C1OC[C@@H](F)O1.O=C1OC[C@@H](F)O1.O=C1OC[C@@H](F)O1.O=C1OC[C@@H](F)O1.O=S1(=O)CCCC1.O=S1(=O)CCCC1.O=S1(=O)CCCC1",
  "total_charge": 0,
  "relative_energy_kcal_mol": 0.0,
  "species": ["C", "C", "C", "S", "O", "O", "C", "H", "H", "H", "H", "H", "H", "H", "H", "C", "C", "C", "S", "O", "O", "C", "H", "H", "H", "H", "H", "H", "H", "H", "C", "C", "C", "S", "O", "O", "C", "H", "H", "H", "H", "H", "H", "H", "H", "C", "C", "O", "C", "O", "O", "F", "H", "H", "H", "C", "C", "O", "C", "O", "O", "F", "H", "H", "H", "C", "C", "O", "C", "O", "O", "F", "H", "H", "H", "C", "C", "O", "C", "O", "O", "F", "H", "H", "H"],
  "positions_angstrom": [[8.543, -1.474, 18.399], [8.950, -2.507, 17.320], [9.988, -3.441, 17.931], [9.607, -3.500, 19.655], [10.732, -3.059, 20.436], [9.033, -4.799, 19.936], [8.343, -2.254, 19.712], [7.617, -0.967, 18.144], [9.339, -0.738, 18.521], [9.408, -1.992, 16.472], [8.056, -2.976, 16.908], [10.978, -2.990, 17.828], [10.120, -4.464, 17.585], [8.520, -1.731, 20.646], [7.371, -2.739, 19.673], [11.700, -8.902, 17.176], [11.344, -8.479, 18.597], [10.491, -7.225, 18.539], [9.431, -7.438, 17.099], [9.481, -6.319, 16.182], [8.106, -7.850, 17.487], [10.374, -8.824, 16.415], [11.939, -9.959, 17.146], [12.529, -8.394, 16.684], [12.166, -8.363, 19.302], [10.830, -9.370, 18.984], [11.198, -6.432, 18.281], [9.998, -7.050, 19.487], [10.265, -8.783, 15.339], [9.873, -9.724, 16.785], [12.929, -13.356, 15.006], [13.786, -14.276, 15.903], [13.264, -14.170, 17.333], [12.731, -12.457, 17.539], [13.798, -11.638, 18.050], [11.449, -12.431, 18.202], [12.586, -12.072, 15.787], [12.006, -13.847, 14.687], [13.486, -13.126, 14.101], [14.807, -13.895, 15.943], [13.699, -15.288, 15.522], [13.973, -14.272, 18.153], [12.382, -14.791, 17.481], [13.438, -11.438, 15.531], [11.689, -11.499, 15.580], [5.077, -8.069, 15.492], [5.539, -9.429, 15.978], [4.654, -10.332, 15.404], [3.907, -9.674, 14.448], [3.112, -10.219, 13.766], [4.271, -8.376, 14.361], [5.506, -9.419, 17.352], [5.962, -7.485, 15.243], [4.509, -7.547, 16.258], [6.581, -9.642, 15.744], [7.374, -7.013, 11.719], [7.499, -8.311, 10.916], [7.739, -9.292, 11.871], [7.956, -8.737, 13.090], [8.291, -9.323, 14.062], [7.737, -7.399, 13.050], [8.459, -8.264, 9.950], [6.324, -6.718, 11.696], [8.006, -6.186, 11.411], [6.568, -8.513, 10.387], [5.955, -6.129, 19.937], [4.958, -6.612, 18.891], [4.293, -5.466, 18.466], [4.956, -4.377, 18.970], [4.653, -3.255, 18.743], [6.055, -4.760, 19.647], [4.089, -7.498, 19.485], [6.869, -6.720, 19.914], [5.574, -6.329, 20.942], [5.478, -7.171, 18.116], [11.866, -6.125, 13.541], [12.159, -6.597, 12.118], [12.859, -7.800, 12.318], [12.867, -8.139, 13.622], [13.226, -9.182, 14.052], [12.324, -7.156, 14.396], [12.968, -5.725, 11.463], [10.819, -5.831, 13.639], [12.424, -5.216, 13.782], [11.286, -6.809, 11.506]],
  "mulliken_charge": [-0.750, -0.632, 0.338, 1.076, -0.726, -0.517, -0.304, 0.395, 0.326, 0.418, 0.216, 0.371, -0.635, 0.462, -0.029, 1.944, -1.241, -0.566, 1.388, -0.724, -0.647, -1.199, -1.867, 0.267, 0.530, 0.371, 0.339, 0.484, 0.330, 0.518, -0.751, -0.629, -0.767, 1.177, -0.658, -0.674, -0.365, 0.373, 0.299, 0.305, 0.372, 0.430, 0.348, 0.243, 0.378, -0.272, 0.885, -0.406, 0.497, -0.501, -0.421, -0.272, 0.232, 0.409, -0.036, -0.393, 0.277, -0.363, 0.801, -0.547, -0.347, -0.306, 0.293, 0.262, 0.257, -0.444, 1.438, -0.358, 0.612, -0.530, -0.235, -0.343, 0.201, 0.213, -0.621, -0.295, 0.425, -0.372, 0.595, -0.480, -0.170, -0.314, 0.149, 0.304, 0.159]
}

***

Entry 3:
{
  "formula": "C24H36F8NO6P2SbV",
  "method": "ωB97M-V/def2-TZVPD",
  "lumo_energy_ev": -11.67,
  "homo_ev": -17.31,
  "gap_ha": 0.2073,
  "total_energy_ev": -111771.8498,
  "total_charge": 3,
  "relative_energy_kcal_mol": 0.0,
  "species": ["V", "C", "C", "C", "O", "P", "O", "C", "P", "O", "O", "C", "C", "C", "O", "C", "C", "C", "O", "C", "C", "C", "H", "H", "H", "H", "H", "H", "H", "H", "H", "H", "H", "H", "H", "H", "H", "H", "H", "H", "H", "H", "H", "H", "H", "H", "H", "H", "H", "H", "H", "H", "F", "C", "C", "C", "C", "C", "F", "C", "C", "C", "C", "C", "C", "N", "H", "H", "H", "H", "H", "H", "F", "Sb", "F", "F", "F", "F", "F"],
  "positions_angstrom": [[0.672, -1.770, -0.024], [-5.749, -0.206, 0.094], [-4.816, 0.392, 1.110], [-4.718, 1.893, 1.097], [-3.428, -0.215, 0.846], [-2.151, 0.232, 0.128], [-1.359, -1.090, 0.040], [-1.179, 1.379, 1.114], [0.551, 1.347, 0.663], [0.957, -0.178, 0.771], [0.721, 1.721, -0.815], [1.035, 3.131, -1.359], [-0.188, 3.610, -2.092], [2.266, 2.972, -2.207], [1.396, 2.198, 1.578], [2.269, 1.919, 2.830], [2.246, 3.194, 3.619], [3.617, 1.490, 2.324], [-2.363, 0.947, -1.208], [-3.025, 0.363, -2.455], [-3.812, 1.495, -3.057], [-1.934, -0.176, -3.342], [-6.772, 0.053, 0.370], [-5.676, -1.292, 0.079], [-5.563, 0.193, -0.904], [-5.009, 0.005, 2.107], [-4.430, 2.270, 0.114], [-4.041, 2.266, 1.866], [-5.706, 2.299, 1.321], [-1.272, 1.096, 2.167], [-1.572, 2.393, 0.988], [1.241, 3.731, -0.473], [-0.296, 3.103, -3.051], [-0.080, 4.678, -2.283], [-1.096, 3.467, -1.506], [2.072, 2.297, -3.042], [3.116, 2.618, -1.626], [2.527, 3.946, -2.624], [1.740, 1.113, 3.338], [2.724, 4.004, 3.070], [2.807, 3.030, 4.540], [1.232, 3.482, 3.893], [4.090, 2.289, 1.753], [3.556, 0.586, 1.717], [4.250, 1.274, 3.185], [-3.678, -0.432, -2.093], [-3.156, 2.333, -3.292], [-4.608, 1.839, -2.398], [-4.268, 1.152, -3.986], [-1.321, 0.635, -3.737], [-2.396, -0.692, -4.184], [-1.310, -0.900, -2.820], [1.988, -4.431, 4.323], [2.325, -4.103, 3.093], [1.467, -3.252, 2.392], [1.861, -2.920, 1.116], [3.053, -3.357, 0.537], [3.840, -4.233, 1.276], [4.975, -4.664, 0.753], [3.486, -4.623, 2.552], [3.377, -2.678, -0.704], [4.458, -2.854, -1.547], [4.580, -2.020, -2.652], [3.631, -1.031, -2.892], [2.564, -0.915, -2.031], [2.449, -1.716, -0.958], [0.564, -2.914, 2.878], [4.114, -5.298, 3.120], [5.184, -3.625, -1.339], [5.416, -2.140, -3.328], [3.715, -0.370, -3.742], [1.786, -0.174, -2.177], [0.228, -2.325, -1.585], [-2.316, -2.847, 1.403], [-1.424, -1.674, 2.547], [-1.953, -4.382, 2.330], [-3.962, -2.499, 2.151], [-0.497, -3.197, 0.576], [-3.023, -3.240, -0.238]],
  "mulliken_charge": [-0.852, -1.147, 0.465, -1.210, -0.187, -0.469, 1.013, -0.571, -0.698, 0.397, 0.112, 0.354, -1.129, -1.382, -0.236, 0.668, -1.430, -1.163, 0.100, 0.582, -1.459, -1.262, 0.489, 0.311, 0.182, 0.344, 0.242, 0.338, 0.489, 0.483, 0.646, 0.457, 0.284, 0.513, 0.175, 0.305, 0.355, 0.473, 0.294, 0.321, 0.455, 0.393, 0.315, 0.171, 0.485, 0.475, 0.266, 0.363, 0.463, 0.249, 0.488, 0.177, -0.270, -0.141, -0.286, 2.011, -0.401, 0.349, -0.264, -0.817, 0.373, -0.830, -0.558, -0.979, 0.131, 0.545, 0.649, 0.567, 0.640, 0.483, 0.538, 0.440, -0.258, 2.031, -0.573, -0.479, -0.477, -0.424, -0.501]
}